{"formula": "C3H9NS", "method": "ωB97M-V/def2-TZVPD", "relative_energy_kcal_mol": 22.9, "homo_energy_ev": -8.86, "total_energy_ev": -15581.3365, "homo_lumo_gap_ev": 9.793, "smiles": "CNCCS", "e_lumo_ev": 0.93, "species": ["C", "C", "C", "H", "H", "H", "H", "H", "H", "H", "H", "H", "N", "S"], "coordinates": [[-1.1916, 1.3702, 1.1696], [-0.1990, -0.6532, 0.1380], [0.6413, -1.1666, -1.1441], [-1.9397, 0.8049, 1.8567], [-1.6459, 2.3146, 0.9660], [-0.2269, 1.6347, 1.8368], [-0.3699, 1.1046, -0.8107], [0.5993, -0.5969, 0.9507], [-0.8498, -1.4594, 0.4650], [0.9952, -2.1399, -0.8895], [-0.0031, -1.2382, -2.0612], [3.0187, -0.4619, -0.7483], [-0.9162, 0.5901, -0.0658], [2.0876, -0.1031, -1.6631]], "forces_ev_per_a": [[1.3, -1.3, 1.7], [2.3, -0.3, -0.2], [-1.3, 1.5, 0.5], [1.4, 0.7, -1.2], [-0.3, 0.5, -0.5], [-1.8, -0.8, -1.4], [-1.0, -0.2, 1.6], [-0.8, 0.2, -0.6], [-0.3, -0.1, -0.2], [0.3, -0.7, 0.0], [0.6, 0.1, 0.9], [-0.5, 0.0, -0.1], [0.8, 0.7, -0.6], [-0.6, -0.4, 0.3]]}

{"formula": "C5H6O", "method": "ωB97M-V/def2-TZVPD", "relative_energy_kcal_mol": 13.6, "homo_energy_ev": -8.64, "total_energy_ev": -7328.6961, "homo_lumo_gap_ev": 9.718, "smiles": "Cc1ccoc1", "e_lumo_ev": 1.08, "species": ["C", "C", "C", "C", "C", "H", "H", "H", "H", "H", "H", "O"], "coordinates": [[-1.5284, 0.5415, 0.7234], [-0.2993, 0.0539, 0.0459], [0.8383, -0.6828, 0.6349], [1.7667, -0.8143, -0.3796], [0.1161, 0.3330, -1.2034], [-1.6567, 1.6581, 0.6187], [-2.3906, 0.2089, 0.1501], [-1.5595, 0.3108, 1.7568], [0.8545, -1.1249, 1.5939], [2.7472, -1.2700, -0.4096], [-0.2220, 0.9642, -2.0537], [1.3338, -0.1785, -1.4773]], "forces_ev_per_a": [[-0.5, 1.7, -1.6], [1.7, -0.2, 0.7], [-0.4, 0.3, -2.3], [-0.8, 0.1, 1.7], [-0.3, 1.1, -1.6], [0.6, -0.9, 0.3], [-0.3, -0.5, 0.5], [-0.2, -0.5, 0.9], [0.2, -0.3, 0.8], [-0.2, 0.1, -0.1], [-0.2, -0.7, 1.0], [0.6, -0.3, -0.2]]}